{"formula": "C31H24BiCl2N10O3S", "method": "ωB97M-V with the def2-TZVPD basis set", "gap_ha": 0.2863, "total_energy_ha": -3502.07868, "lumo_ev": -2.7, "charge": 1, "max_force_ha_per_bohr": 0.034, "relative_energy_kj_mol": 44.2, "spin_multiplicity": 1, "species": ["Bi", "C", "N", "C", "N", "C", "N", "C", "C", "C", "C", "C", "C", "C", "N", "N", "C", "O", "C", "C", "C", "C", "C", "C", "N", "C", "N", "C", "N", "C", "H", "H", "H", "H", "H", "H", "H", "H", "H", "H", "H", "H", "H", "H", "H", "H", "Cl", "C", "C", "C", "C", "C", "Cl", "C", "S", "H", "H", "H", "C", "N", "C", "C", "C", "O", "N", "C", "O", "H", "H", "H", "H", "H"], "coordinates": [[2.5142, 0.3628, -0.9030], [-1.1993, 2.0124, 3.1763], [-0.2138, 1.2503, 2.4652], [0.2942, 1.4946, 1.2673], [1.1189, 0.5055, 0.9432], [1.0771, -0.3221, 2.0146], [0.2724, 0.1081, 2.9405], [-2.4557, 1.2076, 3.4334], [-3.2190, 1.5171, 4.5525], [-4.3621, 0.7959, 4.8488], [-4.7484, -0.2536, 4.0393], [-3.9972, -0.5581, 2.9040], [-2.8571, 0.1812, 2.5933], [-4.4200, -1.6654, 2.0790], [-5.4690, -2.4127, 2.2689], [-5.4904, -3.3291, 1.3006], [-4.4536, -3.1206, 0.5433], [-3.7247, -2.0647, 0.9864], [-4.0543, -3.8745, -0.6198], [-4.8297, -4.9444, -1.0595], [-4.4260, -5.6635, -2.1684], [-3.2572, -5.3296, -2.8331], [-2.4865, -4.2569, -2.4022], [-1.2267, -3.9005, -3.1613], [-0.3551, -3.0715, -2.3814], [-0.3202, -1.7402, -2.2635], [0.5690, -1.3989, -1.3476], [1.0429, -2.5917, -0.9141], [0.5012, -3.6119, -1.5187], [-2.8873, -3.5296, -1.2973], [-1.4248, 2.9038, 2.5813], [-0.7728, 2.3192, 4.1365], [0.0818, 2.3606, 0.6721], [1.6460, -1.2222, 2.0968], [-2.9110, 2.3301, 5.1922], [-4.9398, 1.0471, 5.7235], [-5.6172, -0.8509, 4.2614], [-2.2952, -0.0609, 1.7018], [-5.7332, -5.1852, -0.5235], [-5.0208, -6.4913, -2.5197], [-2.9390, -5.8985, -3.6933], [-1.4816, -3.3756, -4.0865], [-0.6796, -4.8143, -3.4069], [-0.9324, -1.0715, -2.8317], [1.7943, -2.6971, -0.1602], [-2.3080, -2.6916, -0.9388], [2.3930, 0.3746, -3.8827], [2.1580, 2.0663, -4.1745], [2.4456, 2.5565, -5.4376], [2.3180, 3.9090, -5.6975], [1.8674, 4.7639, -4.7089], [1.5422, 4.2626, -3.4616], [0.9338, 5.3233, -2.2610], [1.7040, 2.9033, -3.1613], [1.2295, 2.3952, -1.5331], [2.7606, 1.8801, -6.2137], [2.5767, 4.2891, -6.6718], [1.7626, 5.8199, -4.8951], [5.2465, 2.5622, 3.7308], [5.1617, 2.3127, 2.3088], [6.1902, 2.5400, 1.4703], [6.1144, 2.2892, 0.1395], [4.8964, 1.7384, -0.3547], [4.6454, 1.4020, -1.5358], [3.8917, 1.5176, 0.5254], [3.9423, 1.8037, 1.8485], [3.0165, 1.6241, 2.6114], [6.2728, 2.7858, 4.0074], [4.8948, 1.6800, 4.2696], [4.6037, 3.4027, 3.9977], [7.0946, 2.9263, 1.9183], [6.9345, 2.4737, -0.5301]], "atomic_forces_ev_per_a": [[0.65, 0.08, 0.00], [-0.60, 0.24, 0.53], [0.46, 0.19, -0.88], [0.15, -0.14, -0.02], [-0.41, 0.31, -0.10], [-0.23, 0.28, -0.03], [0.03, -0.81, 0.86], [-0.05, 0.06, 0.09], [0.14, -0.01, -0.17], [-0.02, -0.01, -0.02], [0.12, -0.01, -0.16], [0.31, 0.43, 0.15], [-0.17, -0.01, 0.10], [-0.74, -0.70, -0.05], [0.39, 1.33, 1.03], [0.37, -0.98, -1.40], [-0.74, 0.01, 0.71], [0.06, 0.04, 0.00], [0.34, -0.10, -0.46], [0.06, 0.20, 0.10], [0.04, 0.00, -0.05], [0.03, 0.14, 0.05], [-0.01, -0.06, 0.00], [-0.53, -0.46, -0.28], [0.29, 0.83, 0.09], [0.14, -0.08, -0.04], [-0.22, 0.22, -0.13], [-0.32, 0.00, -0.32], [0.34, -0.99, 0.37], [-0.17, -0.08, 0.04], [0.15, -0.11, 0.09], [-0.01, 0.05, -0.21], [-0.13, 0.14, 0.01], [0.16, -0.28, 0.10], [0.04, 0.07, 0.15], [-0.08, 0.00, 0.10], [-0.11, -0.04, 0.05], [0.08, -0.07, -0.02], [-0.10, -0.08, 0.04], [-0.07, -0.10, -0.01], [0.01, -0.12, -0.11], [0.14, -0.02, 0.07], [0.00, 0.22, -0.05], [-0.14, 0.18, -0.21], [0.25, -0.13, 0.22], [0.05, 0.02, 0.06], [-0.04, -0.25, -0.30], [-0.01, 0.50, -0.17], [0.02, -0.11, 0.04], [-0.02, -0.11, 0.13], [-0.03, 0.01, 0.02], [0.23, -0.38, -0.23], [-0.11, 0.37, 0.17], [-0.04, -0.08, 0.37], [-0.13, 0.06, -0.29], [0.14, -0.12, -0.06], [-0.02, 0.07, -0.11], [-0.04, 0.12, -0.02], [-0.17, 0.09, 0.52], [-0.32, -0.17, 0.03], [0.23, -0.06, -0.70], [0.15, 0.09, 0.08], [0.12, 0.15, 0.30], [-0.05, -0.08, -0.46], [-0.28, -0.12, -0.17], [0.27, 0.08, 0.13], [-0.10, 0.12, 0.47], [0.03, -0.02, -0.06], [0.10, 0.16, -0.01], [0.06, -0.07, 0.06], [-0.01, 0.05, 0.06], [0.11, 0.03, -0.02]], "lowdin_charge": [1.565, -0.062, -0.111, -0.154, -0.129, -0.193, 0.164, -0.194, -0.029, -0.047, -0.002, -0.131, 0.031, -0.274, 0.112, 0.115, -0.274, 0.142, -0.132, -0.002, -0.047, -0.028, -0.189, -0.072, -0.137, -0.135, -0.065, -0.247, 0.141, 0.032, 0.145, 0.142, 0.082, 0.123, 0.117, 0.113, 0.118, 0.119, 0.119, 0.113, 0.118, 0.143, 0.141, 0.146, 0.096, 0.111, 0.676, -0.646, -0.094, -0.057, -0.090, -0.695, 0.708, -0.649, 0.572, 0.110, 0.116, 0.113, -0.006, -0.047, -0.028, 0.028, -0.557, -0.150, -0.020, -0.499, 0.059, 0.095, 0.102, 0.104, 0.139, 0.118]}

{"formula": "C31H24Br4ClHfN3O10S2Se", "method": "ωB97M-V with the def2-TZVPD basis set", "gap_ha": 0.2139, "total_energy_ha": -16114.58789, "lumo_ev": 3.6, "charge": -2, "max_force_ha_per_bohr": 0.016, "relative_energy_kj_mol": 93.6, "spin_multiplicity": 1, "species": ["Hf", "Br", "C", "C", "Br", "C", "Br", "C", "O", "C", "O", "C", "Br", "O", "Cl", "O", "O", "O", "C", "C", "C", "C", "C", "C", "C", "C", "C", "S", "C", "N", "H", "H", "H", "H", "H", "H", "H", "H", "Se", "C", "C", "C", "N", "C", "C", "H", "H", "H", "H", "C", "C", "C", "C", "C", "C", "C", "S", "O", "O", "N", "C", "C", "C", "O", "O", "H", "H", "H", "H", "H", "H", "H", "H", "H", "H", "H", "H"], "coordinates": [[-0.9979, 1.1093, 1.3989], [-5.8183, -4.0388, 1.7318], [-4.3635, -2.8951, 2.1408], [-3.6573, -3.0372, 3.3256], [-4.1471, -4.3604, 4.5913], [-2.5749, -2.1852, 3.5969], [-1.5352, -2.3259, 5.1725], [-2.1988, -1.1873, 2.7059], [-1.1890, -0.3781, 2.8901], [-2.9489, -1.0212, 1.5106], [-2.5871, -0.0300, 0.7188], [-3.9968, -1.8852, 1.2360], [-4.8769, -1.6227, -0.4174], [0.5247, 4.3253, -0.6402], [0.7384, 3.1586, 0.1378], [2.1238, 2.9640, 0.4268], [-0.0281, 3.1952, 1.4061], [0.1734, 1.9591, -0.5281], [2.3422, 0.0869, 2.1848], [1.7902, 0.7988, 3.3851], [2.5797, 0.7960, 4.5638], [2.1797, 1.4997, 5.6468], [0.9505, 2.1940, 5.6140], [0.5313, 2.9778, 6.7122], [-0.6864, 3.5927, 6.6636], [-1.5296, 3.3969, 5.5606], [-1.1770, 2.6163, 4.4717], [-2.3773, 2.3239, 3.2458], [0.1484, 2.0588, 4.4575], [0.6213, 1.4044, 3.3368], [3.3955, -0.1428, 2.3450], [2.2591, 0.6851, 1.2798], [1.8004, -0.8402, 2.0012], [3.5025, 0.2313, 4.5668], [2.7813, 1.5352, 6.5491], [1.1861, 3.0716, 7.5711], [-1.0158, 4.2207, 7.4840], [-2.5174, 3.8410, 5.5503], [-2.8069, 2.8574, 0.1230], [-3.3055, 2.1354, -1.5585], [-2.4093, 2.0309, -2.6254], [-2.8350, 1.5228, -3.8414], [-4.0836, 1.1174, -4.0917], [-4.9396, 1.2283, -3.0712], [-4.6095, 1.7157, -1.8172], [-1.3882, 2.3723, -2.4997], [-2.1339, 1.4388, -4.6682], [-5.9544, 0.8932, -3.2691], [-5.3503, 1.7566, -1.0294], [4.5304, -4.5132, -5.7134], [4.0183, -3.2883, -5.0004], [3.9703, -3.2399, -3.6129], [3.4723, -2.1240, -2.9515], [3.0270, -1.0468, -3.6985], [3.0566, -1.0732, -5.0874], [3.5542, -2.1921, -5.7293], [2.3995, 0.3762, -2.8587], [2.9260, 1.5700, -3.4673], [2.6163, 0.1517, -1.4610], [0.8244, 0.3128, -3.3161], [0.0136, -0.8850, -2.9982], [-0.7114, -0.9061, -1.6702], [0.1884, -1.2420, -0.4881], [0.9248, -2.2162, -0.5434], [0.0417, -0.4904, 0.5498], [5.1488, -5.1219, -5.0538], [5.1234, -4.2415, -6.5880], [3.7012, -5.1353, -6.0585], [4.3078, -4.0940, -3.0370], [3.3896, -2.0858, -1.8721], [2.6913, -0.2193, -5.6438], [3.5749, -2.2255, -6.8133], [0.3816, 1.1882, -3.0467], [0.6666, -1.7558, -3.0525], [-0.7202, -0.9728, -3.8003], [-1.4500, -1.7098, -1.7397], [-1.2562, 0.0191, -1.4933]], "atomic_forces_ev_per_a": [[-0.37, -0.18, 0.11], [0.02, 0.02, 0.01], [0.06, 0.03, 0.04], [0.02, 0.06, -0.04], [0.01, 0.00, -0.02], [0.00, -0.05, 0.02], [-0.03, 0.00, -0.02], [0.16, -0.13, 0.19], [-0.45, -0.43, -0.02], [-0.11, -0.08, -0.23], [-0.29, -0.39, 0.47], [-0.04, -0.02, -0.03], [0.00, -0.05, 0.04], [-0.05, -0.19, 0.12], [0.16, 0.10, -0.02], [-0.32, 0.07, -0.14], [0.62, 0.43, -0.37], [0.60, 0.26, 0.15], [-0.03, -0.01, 0.07], [0.06, 0.04, -0.14], [0.05, -0.05, -0.02], [-0.01, 0.05, 0.04], [0.02, 0.02, 0.03], [0.04, -0.07, -0.01], [-0.08, 0.04, -0.07], [0.00, -0.01, 0.08], [0.04, -0.16, -0.01], [0.08, 0.46, 0.06], [-0.04, 0.02, -0.14], [-0.16, -0.18, 0.13], [0.01, 0.03, 0.00], [0.00, 0.00, -0.01], [0.00, 0.00, 0.01], [0.02, 0.04, -0.03], [0.00, 0.02, -0.01], [0.00, 0.00, -0.01], [-0.03, -0.03, 0.00], [0.02, 0.01, 0.03], [-0.41, 0.51, 0.01], [0.14, -0.14, -0.05], [-0.01, 0.06, -0.11], [-0.06, 0.00, 0.02], [0.02, 0.03, 0.10], [0.04, -0.01, -0.04], [-0.01, -0.03, -0.04], [-0.04, 0.01, 0.01], [0.01, 0.01, 0.00], [-0.01, 0.01, 0.01], [-0.01, -0.02, -0.02], [-0.03, 0.03, 0.02], [0.02, -0.02, -0.02], [-0.02, 0.00, 0.00], [-0.05, -0.01, -0.02], [0.06, -0.07, -0.06], [0.05, 0.01, 0.06], [-0.02, -0.02, -0.02], [-0.10, 0.10, 0.00], [0.02, -0.05, 0.00], [0.06, 0.06, 0.03], [-0.12, -0.14, 0.24], [0.07, 0.03, -0.21], [0.10, 0.09, 0.01], [-0.21, -0.11, 0.11], [0.15, 0.02, -0.07], [0.45, -0.01, -0.12], [0.00, 0.00, -0.01], [0.00, 0.00, 0.01], [0.00, 0.00, 0.00], [0.01, 0.02, 0.00], [-0.01, -0.01, -0.02], [0.01, -0.01, 0.00], [0.02, 0.01, 0.01], [-0.02, 0.00, -0.04], [0.01, -0.04, -0.04], [0.03, 0.04, -0.07], [-0.07, 0.06, 0.13], [-0.04, -0.05, -0.08]], "lowdin_charge": [1.404, 0.647, -0.762, -0.761, 0.645, -0.632, 0.724, -0.414, -0.270, -0.389, -0.309, -0.626, 0.765, -0.276, 0.694, -0.284, -0.501, -0.456, -0.017, -0.277, -0.023, -0.022, -0.168, -0.078, -0.110, -0.138, -0.581, 0.593, -0.191, 0.075, 0.079, 0.054, 0.086, 0.104, 0.109, 0.095, 0.092, 0.088, 0.651, -0.642, -0.138, -0.183, 0.026, -0.193, -0.153, 0.079, 0.093, 0.091, 0.088, -0.061, -0.279, -0.031, -0.035, -0.287, -0.048, -0.048, 0.628, -0.300, -0.271, -0.113, -0.196, -0.087, -0.607, 0.041, -0.183, 0.070, 0.072, 0.080, 0.111, 0.114, 0.117, 0.108, 0.087, 0.109, 0.111, 0.133, 0.078]}

{"formula": "C31H24BrIrP2S2", "method": "ωB97M-V with the def2-TZVPD basis set", "gap_ha": 0.2731, "total_energy_ha": -5353.15177, "lumo_ev": 0.0, "max_force_ha_per_bohr": 0.026, "relative_energy_kj_mol": 0.0, "spin_multiplicity": 1, "species": ["Ir", "S", "P", "C", "P", "S", "C", "C", "C", "C", "C", "C", "C", "C", "C", "C", "C", "C", "C", "C", "C", "C", "C", "C", "C", "C", "C", "C", "C", "C", "H", "H", "H", "H", "H", "H", "H", "H", "H", "H", "H", "H", "H", "H", "H", "H", "H", "H", "H", "H", "Br", "C", "C", "C", "C", "C", "C", "H", "H", "H", "H"], "coordinates": [[2.0745, 1.4308, 0.0799], [0.7554, 2.7848, -1.4181], [-0.1847, 0.9875, -1.4925], [0.8411, 0.0709, -0.5005], [1.0275, -1.0537, 0.7925], [2.7450, -0.3220, 1.6095], [1.1062, -2.7589, 0.2224], [0.7904, -3.0593, -1.0976], [0.8348, -4.3759, -1.5364], [1.2003, -5.3845, -0.6578], [1.5193, -5.0838, 0.6610], [1.4707, -3.7730, 1.1046], [-0.3662, -0.9842, 1.9414], [-1.5288, -1.6984, 1.6604], [-2.6350, -1.5669, 2.4845], [-2.5798, -0.7310, 3.5915], [-1.4194, -0.0255, 3.8763], [-0.3099, -0.1493, 3.0531], [-1.8951, 1.0359, -0.9074], [-2.3278, 2.0942, -0.1158], [-3.6029, 2.0677, 0.4325], [-4.4448, 0.9933, 0.1873], [-4.0147, -0.0644, -0.6035], [-2.7415, -0.0466, -1.1481], [-0.2337, 0.3542, -3.1807], [-1.3170, 0.6277, -4.0124], [-1.2908, 0.2176, -5.3373], [-0.1879, -0.4635, -5.8317], [0.8974, -0.7271, -5.0065], [0.8803, -0.3151, -3.6835], [0.5158, -2.2657, -1.7814], [0.5896, -4.6105, -2.5641], [1.2404, -6.4101, -1.0010], [1.8084, -5.8733, 1.3421], [1.7231, -3.5346, 2.1315], [-1.5707, -2.3554, 0.7992], [-3.5400, -2.1181, 2.2636], [-3.4434, -0.6338, 4.2369], [-1.3765, 0.6224, 4.7420], [0.6019, 0.3978, 3.2592], [-1.6588, 2.9256, 0.0681], [-3.9390, 2.8906, 1.0496], [-5.4403, 0.9792, 0.6121], [-4.6713, -0.9041, -0.7928], [-2.4045, -0.8765, -1.7594], [-2.1772, 1.1610, -3.6280], [-2.1321, 0.4316, -5.9833], [-0.1709, -0.7843, -6.8653], [1.7626, -1.2471, -5.3966], [1.7313, -0.4929, -3.0370], [4.9282, 5.8555, 4.0874], [3.9549, 4.5932, 3.0520], [4.5683, 3.9914, 1.9655], [3.8535, 3.0629, 1.2216], [2.5319, 2.7523, 1.5410], [1.9427, 3.3684, 2.6312], [2.6498, 4.2867, 3.3981], [5.5915, 4.2312, 1.7103], [4.3607, 2.5767, 0.3839], [0.9181, 3.1323, 2.8949], [2.1892, 4.7660, 4.2513]], "atomic_forces_ev_per_a": [[1.21, 0.31, 0.54], [0.04, -0.06, 0.00], [-0.34, 0.17, -0.07], [-0.03, -0.23, 0.52], [0.08, 0.40, -0.28], [-0.14, -0.37, -0.28], [-0.03, -0.01, 0.04], [-0.01, -0.03, 0.02], [0.00, -0.01, 0.01], [-0.01, 0.00, -0.02], [0.01, 0.00, 0.03], [0.00, -0.01, -0.02], [0.08, -0.09, 0.09], [0.00, 0.02, 0.03], [0.00, -0.01, -0.01], [-0.01, 0.00, 0.01], [0.01, 0.02, -0.01], [-0.05, 0.03, -0.04], [-0.04, 0.05, -0.15], [-0.01, -0.06, 0.03], [0.01, 0.01, 0.02], [-0.01, 0.01, 0.00], [0.00, -0.02, -0.01], [0.00, 0.01, 0.04], [-0.11, -0.01, -0.01], [0.04, -0.04, -0.04], [-0.03, 0.01, 0.01], [0.01, -0.01, -0.01], [0.01, 0.00, -0.01], [-0.02, 0.01, -0.01], [0.01, 0.02, -0.01], [0.00, 0.00, 0.00], [0.00, 0.00, 0.00], [0.00, 0.00, 0.00], [0.00, 0.00, 0.00], [0.00, -0.01, 0.01], [0.00, 0.00, 0.00], [0.00, 0.00, 0.00], [0.00, 0.00, 0.01], [0.01, -0.01, 0.02], [-0.01, 0.02, -0.01], [0.00, 0.00, 0.00], [0.00, 0.00, 0.00], [0.00, 0.00, 0.00], [0.00, 0.00, -0.01], [-0.01, 0.00, -0.01], [0.00, 0.00, 0.00], [0.00, 0.00, 0.00], [0.00, 0.00, 0.00], [-0.01, -0.01, 0.01], [-0.02, -0.03, -0.02], [-0.06, 0.02, 0.05], [0.05, -0.04, -0.08], [0.02, 0.13, 0.13], [-0.50, -0.08, -0.40], [-0.21, -0.14, -0.04], [0.12, 0.04, -0.04], [0.00, 0.02, 0.02], [-0.03, -0.04, -0.04], [-0.01, 0.02, -0.01], [0.00, -0.01, 0.00]], "lowdin_charge": [0.685, 0.301, 0.448, -0.761, 0.486, 0.327, -0.344, -0.075, -0.071, -0.078, -0.073, -0.078, -0.328, -0.085, -0.082, -0.079, -0.072, -0.090, -0.339, -0.082, -0.070, -0.081, -0.085, -0.104, -0.345, -0.082, -0.074, -0.078, -0.072, -0.094, 0.082, 0.106, 0.105, 0.106, 0.114, 0.108, 0.106, 0.104, 0.106, 0.072, 0.079, 0.106, 0.105, 0.106, 0.111, 0.109, 0.106, 0.104, 0.106, 0.100, 0.705, -0.701, -0.137, -0.170, -0.400, -0.110, -0.137, 0.100, 0.090, 0.095, 0.098]}